An isolated molecule of C4H6N2, computed with the ωB97M-V functional and the def2-TZVPD basis.

```
12
Properties=species:S:1:pos:R:3:lowdin_charge:R:1
C -1.081 0.163 -0.105 -0.190
N -0.911 -1.223 -0.298 0.034
H 0.000 -0.557 -2.084 0.124
C -0.021 -0.381 -1.019 -0.184
C 1.059 0.441 -0.216 -0.209
C 0.026 0.904 0.736 -0.195
H 1.854 1.007 -0.697 0.130
N 1.131 0.067 1.170 0.054
H 0.869 -0.908 1.303 0.088
H -2.036 0.607 -0.357 0.128
H -0.115 1.859 1.238 0.126
H -0.777 -1.980 0.329 0.094
```

The SMILES is N1[C@H]2[C@@H]1[C@H]1N[C@@H]21. The calculation puts the largest force on an atom at 1.2 eV/Å. The energy above the lowest of the compared OMol25 structures with the same formula, charge and spin is 98.77 kcal per mole.